Arrangement a

Here is 8 unconnected molecules or ions with the total composition C5H28N2O7 from OMol25. Energies are from the ωB97M-V functional and the def2-TZVPD basis.

The total charge is 0. The calculation puts the HOMO-LUMO gap at 9.04 eV. The SMILES is C[C@@H](N)CN(C)C.O.O.O.O.O.O.O.

Structure (XYZ):
```
42
C5H28N2O7, DFT the ωB97M-V functional and the def2-TZVPD basis
C 1.220 -0.589 -3.417
C 0.977 0.096 -2.083
N -0.440 0.537 -1.827
C 1.664 -0.696 -0.800
N 2.157 0.324 0.137
C 1.036 1.110 0.764
C 2.958 -0.239 1.206
H 2.160 -0.336 -3.860
H 1.238 -1.684 -3.483
H 0.439 -0.248 -4.094
H 1.518 1.113 -2.155
H -1.004 -0.222 -1.440
H -0.812 0.916 -2.637
H 0.967 -1.403 -0.237
H 2.525 -1.255 -1.165
H 1.366 2.140 1.131
H 0.316 1.320 -0.050
H 0.366 0.459 1.422
H 3.646 0.529 1.471
H 3.407 -1.163 0.766
H 2.322 -0.506 2.138
O -1.706 -2.177 1.241
H -1.764 -2.919 1.850
H -2.006 -1.247 1.502
O -1.772 0.676 2.959
H -2.592 1.056 2.612
H -1.265 0.983 2.220
O 0.629 -2.488 2.490
H -0.023 -1.997 1.880
H 0.209 -2.862 3.219
O -2.412 -1.597 -1.479
H -2.316 -1.944 -0.671
H -2.925 -2.079 -2.047
O -3.428 0.150 0.225
H -3.207 -0.314 -0.594
H -2.851 0.856 0.610
O -1.870 2.115 0.585
H -1.677 1.580 -0.235
H -1.932 2.983 0.113
O 3.021 2.913 -0.918
H 2.747 1.973 -0.743
H 2.300 3.415 -0.533
```

Arrangement b

Here is 8 unconnected molecules or ions with the total composition C5H28N2O7 from OMol25. Energies are from the ωB97M-V functional and the def2-TZVPD basis.

The total charge is 0. The calculation puts the HOMO-LUMO gap at 9.86 eV. The SMILES is C[C@@H](N)CN(C)C.O.O.O.O.O.O.O.

Structure (XYZ):
```
42
C5H28N2O7, DFT the ωB97M-V functional and the def2-TZVPD basis
C 0.800 2.735 -0.898
C 1.006 1.207 -0.857
N 2.107 0.814 0.060
C -0.288 0.486 -0.407
N -0.892 -0.220 -1.563
C -1.609 -1.434 -1.150
C -1.772 0.690 -2.345
H -0.004 2.995 -1.551
H 0.570 3.152 0.054
H 1.674 3.303 -1.263
H 1.342 0.840 -1.910
H 1.853 1.032 1.057
H 2.954 1.286 -0.146
H -0.023 -0.310 0.340
H -1.028 1.218 0.091
H -0.939 -2.120 -0.570
H -2.513 -1.315 -0.533
H -1.940 -1.986 -2.049
H -1.234 1.558 -2.702
H -2.683 1.014 -1.800
H -2.122 0.134 -3.209
O -1.229 -0.262 2.756
H -2.007 -0.098 2.226
H -0.888 -1.110 2.385
O 0.053 -2.417 1.815
H 0.738 -2.294 2.455
H 0.534 -2.360 1.019
O -3.241 0.460 1.142
H -3.650 1.268 1.353
H -2.795 0.612 0.356
O 1.131 0.981 2.948
H 0.202 0.616 2.868
H 1.142 1.435 3.837
O 2.254 -1.462 3.017
H 1.964 -0.587 3.097
H 2.714 -1.468 2.106
O 1.714 -2.065 -0.263
H 2.076 -1.199 -0.183
H 1.422 -2.108 -1.169
O 1.197 -1.243 -3.419
H 0.527 -0.910 -2.785
H 0.882 -0.871 -4.214
```

Which of them is least stable? Easy: arrangement a.

Arrangement a

Here is 2 unconnected molecules or ions with the total composition C2H10N2P from OMol25. Energies are from the ωB97M-V functional and the def2-TZVPD basis.

The total charge is +1. The calculation puts the HOMO-LUMO gap at 8.48 eV.

Structure (XYZ):
```
15
C2H10N2P, DFT the ωB97M-V functional and the def2-TZVPD basis
C -2.570 -0.816 0.964
C 0.095 -1.248 -0.239
N -2.355 -0.212 -1.687
N 2.312 1.504 -0.402
P -1.659 -0.803 -0.500
H -1.899 -0.962 1.710
H -3.277 -1.666 1.010
H -3.201 0.058 1.142
H 0.652 -0.364 -0.282
H 0.388 -1.956 -1.051
H 0.239 -1.687 0.684
H -1.803 -0.269 -2.533
H 2.862 1.402 0.385
H 2.847 1.179 -1.134
H 2.276 2.522 -0.494
```

Arrangement b

Here is a molecular structure, C2H10N2P from OMol25. Energies are from the ωB97M-V functional and the def2-TZVPD basis.

The total charge is +1. The calculation puts the HOMO-LUMO gap at 8.30 eV.

Structure (XYZ):
```
15
C2H10N2P, DFT the ωB97M-V functional and the def2-TZVPD basis
C -1.041 0.341 -1.493
C 1.098 -0.592 0.221
N 1.886 -1.502 0.678
N -0.816 1.339 1.144
P -0.615 -0.729 -0.041
H -2.058 0.788 -1.289
H -0.970 -0.406 -2.284
H -0.216 0.997 -1.825
H 1.670 0.263 0.054
H 2.833 -1.186 0.842
H 1.510 -2.392 0.993
H -1.110 1.938 0.291
H -1.527 1.113 1.720
H -0.182 1.939 1.732
H -0.462 -1.912 -0.742
```

Which of them is least stable? Easy: arrangement b.

Arrangement a

Here is a molecular structure, C2H15NO4 from OMol25. Energies are from the ωB97M-V functional and the def2-TZVPD basis.

The total charge is 0. The calculation puts the HOMO-LUMO gap at 10.63 eV.

Structure (XYZ):
```
22
C2H15NO4, DFT the ωB97M-V functional and the def2-TZVPD basis
H 0.332 -0.324 -0.384
O 1.442 -0.115 0.016
N -0.662 -0.693 -1.114
H 2.290 -0.558 -0.074
H -0.620 -0.362 -2.069
C -1.989 -0.414 -0.454
H -2.023 -1.142 0.368
H -2.849 -0.588 -1.118
H -0.496 -1.691 -1.025
C -2.045 1.052 -0.054
H -1.578 1.685 -0.808
H -3.047 1.441 0.091
H -1.516 1.216 0.903
O 0.539 0.920 2.524
H 0.379 0.862 1.573
H 1.449 0.736 2.762
O 2.619 1.570 -2.155
H 1.821 2.052 -2.369
H 2.422 0.848 -1.542
O 1.468 -2.351 1.705
H 1.461 -1.484 1.255
H 0.602 -2.660 1.969
```

Arrangement b

Here is 5 unconnected molecules or ions with the total composition C2H15NO4 from OMol25. Energies are from the ωB97M-V functional and the def2-TZVPD basis.

The total charge is 0. The calculation puts the HOMO-LUMO gap at 10.75 eV. The SMILES is CCN.O.O.O.O.

Structure (XYZ):
```
22
C2H15NO4, DFT the ωB97M-V functional and the def2-TZVPD basis
C -0.416 -0.810 -2.619
C -0.261 0.474 -1.796
N -0.371 0.115 -0.345
H -1.184 -1.440 -2.159
H -0.941 -0.608 -3.558
H 0.511 -1.344 -2.780
H 0.731 0.880 -2.015
H -0.980 1.266 -2.014
H -0.597 0.902 0.256
H -1.200 -0.478 -0.402
O -1.554 5.527 0.489
H -1.807 6.298 -0.029
H -2.115 5.529 1.259
O 2.735 -1.591 3.587
H 2.437 -0.763 3.244
H 2.266 -1.731 4.394
O -1.116 -2.784 1.403
H -0.777 -2.125 2.021
H -0.663 -2.546 0.584
O 1.718 -1.933 0.298
H 2.554 -1.523 0.087
H 1.030 -1.314 0.095
```

Which of them is least stable? Easy: arrangement a.

Arrangement a

Here is a single H4INP2 molecule from OMol25. Energies are from the ωB97M-V functional and the def2-TZVPD basis.

The total charge is 0. The calculation puts the HOMO-LUMO gap (spin up / spin down) at 6.79 / 6.79 eV. The SMILES is N=[P@@H](P)I.

Structure (XYZ):
```
8
H4INP2, DFT the ωB97M-V functional and the def2-TZVPD basis
N 1.279 1.556 0.251
P 0.081 0.649 -0.168
P 0.666 -1.478 0.076
I -2.831 -0.260 0.144
H 1.581 1.561 1.200
H -0.247 1.280 -1.490
H -0.389 -1.522 0.916
H -0.141 -1.785 -0.930
```

Arrangement b

Here is a single H4INP2 molecule from OMol25. Energies are from the ωB97M-V functional and the def2-TZVPD basis.

The total charge is 0. The calculation puts the HOMO-LUMO gap at 8.28 eV. The SMILES is [PH2]#[PH]NI.

Structure (XYZ):
```
8
H4INP2, DFT the ωB97M-V functional and the def2-TZVPD basis
P 0.646 -0.310 0.737
P -0.465 0.041 -1.066
N -1.873 1.471 -0.409
I -3.616 1.216 -1.457
H 0.044 -1.505 0.795
H 1.606 -0.957 -0.033
H 0.135 1.022 -1.788
H -1.957 1.284 0.582
```

Which of them is least stable? Easy: arrangement b.